Entry 1:
DFT (the ωB97M-V functional and the def2-TZVPD basis) results for a 3-piece molecular cluster, C36H76Br2F3N8O2S overall.

- LUMO level: -3.17 eV
- F_max: 0.112 Eh/bohr
- HOMO level: -9.40 eV

Structure (ORCA input):
```
! RIJCOSX wB97M-V def2-TZVPD def2/J DEFGRID3
* xyz 1 1
H 6.229 -5.448 -2.965
C -3.550 7.687 1.317
N -5.183 -1.437 -0.265
H 2.108 -2.277 1.152
H -5.538 7.835 0.400
H 10.122 -6.523 -2.534
H -3.269 3.996 3.029
H -3.567 2.233 -1.637
H -5.356 -2.147 -0.992
H -6.392 0.605 -1.335
H -4.641 8.515 4.274
H 4.548 -5.512 0.878
C -3.746 1.376 -0.892
H 8.965 -5.488 -3.291
H 2.213 3.431 -3.914
C -4.550 7.417 0.192
H -5.721 7.771 3.076
S 0.289 0.035 1.575
H -0.725 2.439 -0.932
C -2.368 2.012 0.846
H -4.290 -1.904 2.861
H -4.386 10.831 -0.101
H -3.342 9.730 -1.023
H 0.865 1.182 -0.434
O 3.466 -4.370 2.311
N -4.831 -1.535 2.074
H -4.516 10.562 2.834
H -2.298 -2.697 0.165
H 3.655 -2.762 -0.984
H -2.174 -1.718 1.583
H 0.878 -5.907 3.944
H 1.624 0.336 1.401
C 2.576 -3.138 -0.840
C 6.607 -4.668 -2.299
C -2.695 -2.895 -3.185
C 1.297 -5.345 3.052
H -4.676 6.337 0.066
C 0.240 -2.061 -0.021
H -4.201 7.808 -0.764
C -2.071 -0.497 -0.271
H -2.510 10.867 1.681
C 3.968 -4.536 0.946
H -2.329 3.058 4.290
F -2.406 -2.069 -4.300
H 3.112 1.103 -1.271
H -4.004 -3.766 1.607
C -2.722 9.994 1.052
H 5.754 -4.066 -1.969
H 9.601 -6.967 1.702
C -3.357 10.494 -0.244
H 1.754 -4.854 0.383
H 3.343 -5.931 3.754
N -2.402 0.977 -0.204
H -6.074 -1.123 0.137
H 1.009 2.178 -4.673
H -0.096 -2.755 -0.860
N 2.922 1.844 -1.969
C 9.503 -6.289 0.848
C -4.725 9.585 2.384
C -2.693 -1.681 0.552
C -0.453 -0.598 -0.055
H 2.957 -6.457 2.015
C -2.398 2.015 2.243
H 8.934 -5.421 1.188
H 4.712 -3.695 0.704
H 10.759 -4.077 -2.708
H -2.787 11.345 -0.626
H -3.780 7.002 2.142
H 0.549 3.277 -3.191
C -2.112 -1.084 -1.795
H 10.511 -5.967 0.585
H -1.131 -1.471 -2.190
H 7.691 -4.458 -0.454
H 2.142 -3.237 -1.885
N -3.481 9.038 1.855
C -2.370 3.324 3.192
F -1.630 -3.778 -2.947
C -6.366 1.500 -0.642
H 1.166 -4.211 3.132
C -4.940 1.661 0.134
Br -2.434 3.991 0.311
C 1.375 2.671 -3.721
H -1.737 9.572 0.823
N 8.363 -6.216 -1.439
Br -2.571 0.394 3.252
H -5.812 -1.837 2.147
H 6.548 -5.795 -0.505
N -4.450 -3.443 0.735
C 8.821 -7.018 -0.308
C 0.941 0.247 -2.350
C 1.829 1.574 -2.631
F -3.798 -3.704 -3.523
H -1.372 3.841 2.950
H -5.458 -3.587 0.864
H 9.548 -3.688 -1.493
H -0.139 -2.542 0.952
C 7.312 -5.271 -1.089
H -5.465 9.757 1.591
C 0.116 0.548 -1.028
H 3.072 -5.341 -0.902
H -6.209 9.244 3.910
C 1.832 -2.048 0.058
H -7.175 2.226 1.080
H -2.553 7.377 0.983
H -4.161 0.547 -1.548
C 2.738 -4.573 -0.112
C 2.856 -5.608 2.776
C 9.414 -5.716 -2.318
H 2.297 -1.034 -0.171
H -6.457 2.434 -1.310
H -7.672 0.674 0.790
H 9.489 -7.807 -0.671
H 7.954 -7.554 0.097
C 10.197 -4.484 -1.863
H 10.925 -4.729 -1.089
H 1.683 -0.613 -2.274
H -1.576 1.599 -2.213
H -2.469 -0.305 -2.567
H 7.267 -4.011 -2.870
H -4.909 0.878 0.979
H 0.694 -5.674 2.138
N -7.484 1.578 0.335
C -4.229 -1.919 0.758
C -1.239 1.466 -1.121
O -3.071 -2.153 -2.053
H 0.300 0.038 -3.277
H -4.991 2.711 0.552
C -5.355 8.722 3.472
*
```


Entry 2:
DFT (the ωB97M-V functional and the def2-TZVPD basis) results for a 2-piece molecular cluster, C7H22BN3O7P3 overall.

- LUMO level: 2.12 eV
- F_max: 0.110 Eh/bohr
- HOMO level: -4.25 eV

Structure (ORCA input):
```
! RIJCOSX wB97M-V def2-TZVPD def2/J DEFGRID3
* xyz -1 1
O -4.305 3.665 -0.481
H -2.533 0.060 0.920
N 1.922 -1.144 -3.598
C -4.765 4.891 -1.028
C 0.390 -0.662 1.807
P 2.991 -2.271 2.454
H -1.325 6.309 1.312
C 2.208 -2.427 -0.320
H -1.205 1.150 0.513
H -4.175 5.185 -1.897
P 1.086 -4.529 1.457
H 2.549 -0.505 -3.126
O -2.400 4.981 0.169
P -2.747 3.393 -0.158
O 0.916 -0.663 -1.266
H 2.724 -3.333 -0.630
H -0.041 -4.901 0.667
H 0.219 -0.416 -1.881
H 2.392 -1.382 -4.464
H -2.283 0.528 -0.767
H 1.126 -3.075 -3.349
O 0.250 -1.857 1.396
B 1.560 -2.644 1.151
O 2.221 -5.487 1.286
O -1.929 3.122 -1.364
N 4.356 -2.918 1.939
O -3.130 1.967 0.472
H 0.653 -4.630 2.813
H 0.279 -2.664 -1.287
C -1.464 5.233 1.235
H 4.705 -3.616 2.580
C 1.181 -2.047 -1.380
H 2.606 -2.823 3.706
H -0.503 4.764 1.016
C -2.223 0.870 0.264
H -1.848 4.861 2.187
H 2.941 -1.618 -0.243
N 0.421 0.306 2.441
H -4.745 5.678 -0.275
H -5.797 4.738 -1.339
H 2.742 -2.842 -2.700
H 3.222 -0.875 2.573
C 1.759 -2.373 -2.804
*
```


Entry 3:
DFT (the ωB97M-V functional and the def2-TZVPD basis) results for a 9-piece molecular cluster, C29H52BBr4O25S5 overall.

- LUMO level: -0.21 eV
- F_max: 0.055 Eh/bohr
- HOMO level: -8.08 eV

Structure (ORCA input):
```
! RIJCOSX wB97M-V def2-TZVPD def2/J DEFGRID3
* xyz -1 1
H -3.753 -0.702 0.086
C 6.288 -1.803 5.056
C -2.912 1.294 -5.488
H -2.502 -1.073 6.285
H -3.203 -2.130 -5.224
H 1.460 -2.111 4.345
H -0.323 2.352 1.756
H -4.601 0.495 -4.507
H -1.933 1.893 2.420
H -0.021 -1.755 2.478
O 3.257 2.541 1.760
C -3.176 -0.834 5.468
H -0.588 -1.478 0.134
O -0.337 5.891 2.873
H 1.428 -1.384 1.690
H 1.428 -1.333 -7.055
S 5.012 0.358 5.919
H 3.262 1.088 4.699
H -3.366 0.183 3.615
S -3.190 -4.192 -4.284
O 2.995 4.240 -0.591
H 1.555 -3.627 5.011
H -3.318 -2.435 -1.338
C -1.726 2.111 -5.506
O -4.297 1.812 -2.229
O 3.526 -2.650 2.185
O 1.655 2.583 -1.284
C -1.437 2.805 -4.205
O 1.976 1.103 0.532
H 5.349 -1.971 4.526
H 3.994 -0.370 3.896
H -1.690 -6.953 -4.278
C -2.674 -2.481 -4.340
H -0.460 3.238 -4.018
C 1.342 -0.252 -6.965
H -5.257 -1.285 0.719
C 1.985 0.209 -5.713
H -2.976 -2.015 -3.406
H -1.228 4.858 -0.783
H 3.003 -2.632 5.158
O 4.308 -0.628 6.718
C -1.272 -5.373 -2.861
S -0.281 1.064 3.763
H -3.047 7.155 -1.322
C -3.736 1.143 -4.438
H 1.207 7.134 -0.030
O 2.870 -4.978 2.994
H -0.800 -3.129 0.332
H -3.492 5.770 -0.374
H -4.502 -3.542 -0.709
O 1.158 -3.432 2.167
O 1.036 0.482 3.769
H -3.314 -1.718 4.834
H -1.067 0.722 1.442
H 8.355 -2.334 4.929
Br -5.444 -1.733 -2.268
C -4.296 -2.486 -0.862
H -0.618 6.300 -1.422
O -0.557 2.164 4.653
C 2.635 2.228 0.771
C -0.014 -2.372 0.394
H 1.368 -0.030 -4.843
C 1.345 6.832 1.005
Br 2.186 0.627 -8.545
H 7.814 -1.314 3.617
H 1.203 7.735 1.595
O -0.264 1.285 -0.651
H -2.460 -7.314 -2.723
C -3.496 1.794 -3.123
H 6.200 -2.393 5.968
C -2.813 6.098 -1.158
Br -3.261 -2.383 1.826
H 4.651 1.311 3.707
C -4.290 -1.613 0.349
H -0.948 -5.377 -1.815
H -4.196 -0.664 5.812
O 5.541 1.598 6.384
C -0.938 1.544 2.143
O -1.922 -0.131 -1.253
O -1.201 6.392 0.627
H -2.732 1.187 4.905
C 7.516 -2.145 4.251
S -0.031 5.696 1.499
O 6.343 -0.382 5.340
C 0.663 -2.161 1.731
B 1.219 1.321 -0.749
H 0.650 -2.659 -0.421
O 0.257 4.395 0.945
H -0.416 -4.925 -3.365
H -1.965 2.975 -2.153
S 2.620 -3.572 2.829
C -1.627 -6.801 -3.199
H 7.413 -3.119 3.771
H 2.245 6.255 1.193
O -1.330 -0.117 4.132
H -3.196 0.688 -6.339
C 2.473 3.176 -0.437
O 1.507 0.193 -1.708
H -2.935 5.564 -2.099
O -4.616 -4.279 -4.075
C -2.664 0.192 4.454
H 2.047 1.296 -5.655
O 0.321 -1.382 -2.729
O -1.034 2.136 -6.504
C -1.373 5.942 -0.719
Br 3.812 -0.488 -5.526
C 4.177 0.588 4.365
H -1.591 -2.376 -4.362
C 0.367 -0.394 -2.036
C -2.218 2.614 -3.146
H -0.798 -7.454 -2.891
O -2.545 -4.810 -5.410
O -2.469 -4.567 -2.831
C 2.195 -2.904 4.496
H 0.294 0.027 -7.042
C -0.771 0.264 -1.310
*
```


Entry 4:
DFT (the ωB97M-V functional and the def2-TZVPD basis) results for one molecule with the formula C29H39N3O7.

- Energy relative to the best compared isomer or geometry (same formula, charge and spin): 0.193 eV
- SMILES: CC(C)(C)OC(=O)[C@H](Cc1ccc(OC(C)(C)C)cc1)NC(=O)CNC(=O)CNC(=O)OCc1ccccc1
- LUMO level: 0.59 eV
- F_max: 0.018 Eh/bohr
- HOMO level: -8.15 eV

Structure (ORCA input):
```
! RIJCOSX wB97M-V def2-TZVPD def2/J DEFGRID3
* xyz 0 1
H 0.979 3.176 2.293
H -3.486 -2.391 1.885
C 5.625 -0.534 -0.032
H 3.602 -0.331 -2.030
H -0.958 3.864 -1.446
C 1.547 0.022 -1.672
C -0.890 0.416 -1.204
C 1.144 3.474 -1.536
H -0.934 1.235 -1.923
H 1.333 0.095 -2.728
H 0.383 -3.733 0.633
H 6.908 0.804 -1.130
C 2.119 -0.167 1.008
C -1.650 -3.139 1.059
H 7.652 -0.694 0.725
H 5.782 1.617 -0.035
H -1.301 4.318 2.132
C -3.238 2.187 1.351
H -1.503 0.680 -0.340
C -3.597 0.275 -2.529
C 0.827 0.066 0.594
H 3.233 3.065 -1.329
H -5.043 1.713 -0.484
C 6.636 -0.702 1.110
H 6.457 -1.642 1.625
H 0.044 0.190 1.329
O 4.370 -0.526 0.655
H 5.407 -2.630 -0.485
H -2.593 -3.467 2.972
H -1.689 -4.696 -0.437
C 2.292 3.196 -0.816
C -0.063 3.646 -0.881
H 3.125 2.867 1.128
H -5.656 1.296 1.755
H -3.467 -1.283 -1.223
H -5.150 -0.283 2.427
H 5.207 0.964 -1.567
C -0.200 -3.372 1.476
H -2.030 -1.811 2.722
H -2.264 -5.200 1.156
N -2.955 -0.727 -1.899
H -5.553 -0.619 -2.240
C -4.947 0.469 1.665
H 6.521 0.108 1.826
H 1.185 3.558 -2.612
C -1.510 -0.835 -1.867
C -0.129 3.543 0.502
C -2.263 -4.389 0.433
C 2.849 -0.216 -1.269
C 5.756 -1.729 -0.984
C 5.893 0.797 -0.742
H 6.800 -1.863 -1.255
O -3.082 1.049 -3.304
H 5.182 -1.600 -1.896
C -1.127 -2.073 -1.058
H 2.362 -0.242 2.057
N -5.165 0.732 -0.715
O -4.994 -1.374 0.104
H 0.246 -2.445 1.829
H -5.584 1.107 -2.719
O -1.739 -2.038 0.114
C -5.077 0.357 -2.113
C -2.497 -2.669 2.242
H -3.288 -4.185 0.129
C -5.052 -0.167 0.274
C 0.519 0.171 -0.756
C 3.158 -0.307 0.084
C -1.437 3.722 1.222
H -2.181 4.204 0.581
N -3.611 0.992 1.867
O -1.953 2.446 1.635
C 1.027 3.261 1.218
H -2.895 0.373 2.211
H -1.123 -0.949 -2.885
C 2.232 3.088 0.562
O -0.380 -2.926 -1.457
H -0.167 -4.110 2.273
O -3.985 2.917 0.737
*
```


Entry 5:
DFT (the ωB97M-V functional and the def2-TZVPD basis) results for C16H16CuN3O2S2 as an isolated structure.

- Energy relative to the best compared isomer or geometry (same formula, charge and spin): 0.000 eV
- LUMO level: 0.38 eV
- F_max: 0.013 Eh/bohr
- HOMO level: -6.93 eV

Structure (ORCA input):
```
! RIJCOSX wB97M-V def2-TZVPD def2/J DEFGRID3
* xyz 0 1
H -4.419 3.330 -1.614
C -2.767 2.211 -2.321
H -2.933 4.940 -0.386
N 2.308 -0.064 0.352
C 4.321 -1.345 0.262
H 4.333 0.787 2.886
H 4.909 -2.101 -0.242
C -2.885 -4.346 -0.402
S 1.112 2.606 -1.837
C 4.785 -0.710 1.405
S -1.265 -0.771 -1.287
C -2.354 -4.591 0.865
O 0.713 1.882 1.271
N -1.199 -2.508 0.771
N -1.417 2.092 -2.355
C -2.496 4.128 -0.955
H 1.510 1.268 3.022
C 1.862 1.617 2.051
H 5.750 -0.965 1.824
C 2.764 0.558 1.441
C -3.345 3.228 -1.640
C -2.553 -3.182 -1.047
C -1.693 -2.225 -0.476
C 3.081 -0.989 -0.230
H -2.939 -2.957 -2.032
H -2.578 -5.491 1.420
C -1.141 3.979 -0.990
H -3.324 1.449 -2.845
H 2.672 -1.448 -1.123
H -1.003 1.286 -2.808
Cu 0.292 -0.124 0.241
H 0.995 2.248 0.407
C -0.536 2.920 -1.724
H -0.482 4.651 -0.459
O -0.393 -1.680 1.406
H -3.546 -5.063 -0.871
C 4.000 0.260 1.998
H 2.443 2.528 2.217
H -1.062 -3.749 2.386
C -1.522 -3.657 1.415
*
```